1.
The following is a quantum chemistry calculation of a 2-piece molecular cluster, C5H12O2 overall, from the OMol25 dataset.

```
19
C5H12O2 | the OMol25 dataset | ωB97M-V/def2-TZVPD
C -1.22 -0.01 0.94
C -0.32 -0.98 0.76
C 0.62 -1.45 1.84
C -0.20 -1.69 -0.58
O -0.88 -1.07 -1.63
H -1.32 0.50 1.90
H -1.90 0.26 0.14
H 1.66 -1.42 1.48
H 0.41 -2.48 2.12
H 0.55 -0.83 2.73
H 0.88 -1.82 -0.81
H -0.61 -2.70 -0.48
H -0.41 -0.24 -1.82
C 0.45 2.65 -1.26
O 0.69 1.26 -1.17
H 0.92 3.19 -0.42
H 0.91 2.99 -2.19
H -0.62 2.89 -1.28
H 0.39 0.96 -0.29
```

## Properties
total charge	0
HOMO	-9.66	eV
SMILES	C=C(C)CO.CO
relative energy (zero: lowest compared OMol25 entry of this formula, charge and spin)	36.96	kcal/mol



2.
The following is a quantum chemistry calculation of one molecule with the formula C5H12O2, from the OMol25 dataset.

```
19
C5H12O2 | the OMol25 dataset | ωB97M-V/def2-TZVPD
C 2.33 0.30 1.36
C 0.83 0.45 1.16
C 0.35 -0.08 -0.21
O 0.46 -1.49 -0.28
C -1.09 0.34 -0.52
C -1.59 -0.19 -1.85
O -1.87 -0.18 0.56
H 2.64 -0.74 1.24
H 2.89 0.91 0.64
H 2.63 0.63 2.37
H 0.28 -0.10 1.93
H 0.54 1.50 1.26
H 1.01 0.32 -1.00
H -0.33 -1.80 0.18
H -1.14 1.44 -0.52
H -1.67 -1.29 -1.82
H -2.58 0.22 -2.09
H -0.91 0.07 -2.67
H -2.78 -0.30 0.25
```

## Properties
total charge	0
HOMO	-10.04	eV
SMILES	CC[C@@H](O)[C@@H](C)O
relative energy (zero: lowest compared OMol25 entry of this formula, charge and spin)	13.01	kcal/mol



3.
The following is a quantum chemistry calculation of a 2-piece molecular cluster, C5H12O2 overall, from the OMol25 dataset.

```
19
C5H12O2 | the OMol25 dataset | ωB97M-V/def2-TZVPD
C -1.07 2.69 -0.65
C -0.76 1.44 0.17
C 0.39 0.83 -0.57
O 1.56 1.10 -0.36
H -0.15 3.27 -0.77
H -1.42 2.40 -1.65
H -1.83 3.31 -0.18
H -0.45 1.69 1.19
H -1.64 0.78 0.23
H 0.10 0.18 -1.43
C 1.10 -2.39 -0.14
C 0.11 -1.46 0.53
O -0.27 -1.77 1.85
H 2.08 -2.27 0.33
H 0.78 -3.43 -0.09
H 1.22 -2.11 -1.20
H 0.64 -0.52 0.58
H -0.81 -1.38 -0.06
H 0.40 -2.36 2.21
```

## Properties
total charge	0
HOMO	-9.76	eV
SMILES	CCC=O.CCO
relative energy (zero: lowest compared OMol25 entry of this formula, charge and spin)	44.95	kcal/mol



4.
The following is a quantum chemistry calculation of C5H12O2 as an isolated structure at a distorted geometry, from the OMol25 dataset.

```
19
C5H12O2 | the OMol25 dataset | ωB97M-V/def2-TZVPD
C 0.70 0.78 0.35
C 0.35 -0.22 -0.55
C -1.02 0.46 1.33
C 0.61 -1.65 -0.20
C -0.64 0.03 -1.65
O 0.64 2.13 0.08
O -0.81 -0.50 2.30
H 1.01 2.22 -0.82
H -0.50 -0.06 3.11
H 1.40 0.51 1.14
H 1.83 0.42 -1.27
H -1.87 0.20 0.71
H -1.12 1.48 1.69
H 1.02 -2.15 -1.08
H -0.98 1.07 -1.67
H -0.31 -2.16 0.08
H 1.33 -1.75 0.61
H -0.15 -0.18 -2.60
H -1.51 -0.63 -1.55
```

## Properties
total charge	0
HOMO	-7.21	eV
relative energy (zero: lowest compared OMol25 entry of this formula, charge and spin)	122.86	kcal/mol



5.
The following is a quantum chemistry calculation of a 3-piece molecular cluster, C5H12O2 overall, from the OMol25 dataset.

```
19
C5H12O2 | the OMol25 dataset | ωB97M-V/def2-TZVPD
C 1.41 3.00 0.20
O 0.55 1.90 0.37
C -0.07 1.53 -0.83
C -0.96 0.33 -0.59
O -1.62 -0.16 -1.47
H 0.86 3.89 -0.12
H 2.19 2.77 -0.54
H 1.88 3.19 1.17
H 0.68 1.26 -1.60
H -0.68 2.35 -1.24
H -0.97 -0.06 0.45
H 1.71 -0.98 0.79
H 1.62 -0.24 0.83
C -0.53 -3.21 0.76
C -1.67 -3.06 0.10
H 0.43 -2.93 0.32
H -0.50 -3.63 1.76
H -2.62 -3.35 0.53
H -1.70 -2.62 -0.90
```

## Properties
total charge	0
HOMO	-10.01	eV
SMILES	COCC=O.[H][H].C=C
relative energy (zero: lowest compared OMol25 entry of this formula, charge and spin)	79.84	kcal/mol



6.
The following is a quantum chemistry calculation of one molecule with the formula C5H12O2 at a distorted geometry, from the OMol25 dataset.

```
19
C5H12O2 | the OMol25 dataset | ωB97M-V/def2-TZVPD
C -1.80 1.22 -0.53
C -0.12 0.85 -0.64
C -0.11 -0.36 0.19
C -0.83 -1.59 -0.29
O -0.23 -0.13 1.55
O 1.54 -0.59 -0.23
C 2.51 0.09 0.50
H -2.15 1.33 0.50
H -1.88 2.19 -1.02
H -2.42 0.51 -1.08
H 0.37 1.71 -0.19
H 0.06 0.69 -1.69
H -1.86 -1.63 0.09
H -0.85 -1.65 -1.38
H -0.30 -2.48 0.08
H -0.34 -0.99 1.99
H 2.31 0.07 1.59
H 3.49 -0.39 0.36
H 2.61 1.14 0.19
```

## Properties
total charge	0
HOMO	-8.78	eV
SMILES	CC[C@](C)(O)OC
relative energy (zero: lowest compared OMol25 entry of this formula, charge and spin)	55.13	kcal/mol



7.
The following is a quantum chemistry calculation of a 2-piece molecular cluster, C5H12O2 overall at a distorted geometry, from the OMol25 dataset.

```
19
C5H12O2 | the OMol25 dataset | ωB97M-V/def2-TZVPD
C 2.60 1.20 1.38
C 1.37 0.32 0.92
C 0.28 0.96 0.19
C -0.80 0.30 -0.29
C -2.01 1.10 -0.73
O -2.63 0.74 -1.90
H 2.30 2.27 1.57
H 3.28 1.34 0.50
H 2.99 0.84 2.23
H 1.09 -0.22 1.83
H 2.06 -0.39 0.22
H 0.29 2.05 0.18
H -0.96 -0.75 -0.30
H -1.72 2.15 -0.84
H -2.80 1.15 0.04
H -3.08 1.56 -2.34
O -0.75 -5.21 -1.16
H -0.04 -4.53 -0.87
H -1.47 -4.90 -0.62
```

## Properties
total charge	0
HOMO	-9.35	eV
SMILES	CC/C=C/CO.O
relative energy (zero: lowest compared OMol25 entry of this formula, charge and spin)	66.55	kcal/mol



8.
The following is a quantum chemistry calculation of a 2-piece molecular cluster, C5H12O2 overall at a distorted geometry, from the OMol25 dataset.

```
19
C5H12O2 | the OMol25 dataset | ωB97M-V/def2-TZVPD
C 1.98 -1.34 0.39
C 1.75 -0.47 -0.87
C 0.69 0.60 -0.64
C 0.77 1.86 -1.10
C -0.46 2.74 -1.02
O -1.43 2.23 -0.11
H 2.46 -2.27 0.09
H 2.45 -0.88 1.25
H 0.99 -1.67 0.73
H 2.71 -0.16 -1.25
H 1.18 -1.15 -1.51
H -0.24 0.23 -0.24
H 1.76 2.26 -1.27
H -0.15 3.72 -0.64
H -0.84 2.87 -2.04
H -2.27 2.37 -0.57
O -3.55 -3.40 3.10
H -3.31 -4.22 2.63
H -4.50 -3.30 3.07
```

## Properties
total charge	0
HOMO	-8.93	eV
SMILES	CC/C=C/CO.O
relative energy (zero: lowest compared OMol25 entry of this formula, charge and spin)	45.86	kcal/mol



Copy entry 3 word for word.
The following is a quantum chemistry calculation of a 2-piece molecular cluster, C5H12O2 overall, from the OMol25 dataset.

```
19
C5H12O2 | the OMol25 dataset | ωB97M-V/def2-TZVPD
C -1.07 2.69 -0.65
C -0.76 1.44 0.17
C 0.39 0.83 -0.57
O 1.56 1.10 -0.36
H -0.15 3.27 -0.77
H -1.42 2.40 -1.65
H -1.83 3.31 -0.18
H -0.45 1.69 1.19
H -1.64 0.78 0.23
H 0.10 0.18 -1.43
C 1.10 -2.39 -0.14
C 0.11 -1.46 0.53
O -0.27 -1.77 1.85
H 2.08 -2.27 0.33
H 0.78 -3.43 -0.09
H 1.22 -2.11 -1.20
H 0.64 -0.52 0.58
H -0.81 -1.38 -0.06
H 0.40 -2.36 2.21
```

## Properties
total charge	0
HOMO	-9.76	eV
SMILES	CCC=O.CCO
relative energy (zero: lowest compared OMol25 entry of this formula, charge and spin)	44.95	kcal/mol



What did the sixth record say?
The following is a quantum chemistry calculation of one molecule with the formula C5H12O2 at a distorted geometry, from the OMol25 dataset.

```
19
C5H12O2 | the OMol25 dataset | ωB97M-V/def2-TZVPD
C -1.80 1.22 -0.53
C -0.12 0.85 -0.64
C -0.11 -0.36 0.19
C -0.83 -1.59 -0.29
O -0.23 -0.13 1.55
O 1.54 -0.59 -0.23
C 2.51 0.09 0.50
H -2.15 1.33 0.50
H -1.88 2.19 -1.02
H -2.42 0.51 -1.08
H 0.37 1.71 -0.19
H 0.06 0.69 -1.69
H -1.86 -1.63 0.09
H -0.85 -1.65 -1.38
H -0.30 -2.48 0.08
H -0.34 -0.99 1.99
H 2.31 0.07 1.59
H 3.49 -0.39 0.36
H 2.61 1.14 0.19
```

## Properties
total charge	0
HOMO	-8.78	eV
SMILES	CC[C@](C)(O)OC
relative energy (zero: lowest compared OMol25 entry of this formula, charge and spin)	55.13	kcal/mol



What did the sixth record say?
The following is a quantum chemistry calculation of one molecule with the formula C5H12O2 at a distorted geometry, from the OMol25 dataset.

```
19
C5H12O2 | the OMol25 dataset | ωB97M-V/def2-TZVPD
C -1.80 1.22 -0.53
C -0.12 0.85 -0.64
C -0.11 -0.36 0.19
C -0.83 -1.59 -0.29
O -0.23 -0.13 1.55
O 1.54 -0.59 -0.23
C 2.51 0.09 0.50
H -2.15 1.33 0.50
H -1.88 2.19 -1.02
H -2.42 0.51 -1.08
H 0.37 1.71 -0.19
H 0.06 0.69 -1.69
H -1.86 -1.63 0.09
H -0.85 -1.65 -1.38
H -0.30 -2.48 0.08
H -0.34 -0.99 1.99
H 2.31 0.07 1.59
H 3.49 -0.39 0.36
H 2.61 1.14 0.19
```

## Properties
total charge	0
HOMO	-8.78	eV
SMILES	CC[C@](C)(O)OC
relative energy (zero: lowest compared OMol25 entry of this formula, charge and spin)	55.13	kcal/mol